Density functional theory data (ωB97M-V with the def2-TZVPD basis set) for 2 unconnected molecules or ions with the total composition C9H18N3S.

Its total charge is +1. As for the relative energy (zero: lowest compared OMol25 entry of this formula, charge and spin): 332.5 kJ/mol. The value obtained for the maximum force is 5.56 eV/A. The calculation puts the frontier orbital gap at 8.281 eV. As for the HOMO energy: -12.1133 eV.

Geometry as XYZ:
```
31
Properties=species:S:1:pos:R:3:forces:R:3:nbo_charge:R:1
S 0.996 -0.092 0.632 2.315 -0.398 1.524 0.39
N -5.283 -1.272 -0.146 -1.163 0.887 2.536 -1.09
N -2.945 1.306 -0.949 -0.970 1.652 -0.738 -0.27
N -3.027 0.296 -0.082 2.052 -2.631 1.974 -0.33
C 2.310 1.236 0.823 0.449 -0.413 -1.878 -0.47
C -0.276 0.621 -0.055 -5.074 -1.175 0.493 -0.11
C -1.854 1.941 -1.257 -0.162 -0.235 -1.548 0.12
C -2.036 -0.305 0.529 3.651 3.312 -2.570 0.42
C 3.884 -0.250 -1.458 -3.388 -2.513 1.424 -0.61
C -0.502 1.613 -0.927 -1.639 -0.278 1.083 -0.38
C -2.044 -1.505 1.373 -4.106 -0.465 0.185 -0.74
C 3.621 0.479 1.018 0.171 0.360 -1.300 -0.42
C 3.809 -0.695 0.069 3.014 2.183 -2.618 -0.40
H -3.969 -0.238 0.044 -0.054 0.672 -0.869 0.46
H -2.031 -1.285 2.443 -0.186 0.398 -0.047 0.28
H 3.591 0.039 1.961 0.243 -0.407 2.075 0.21
H 0.271 2.202 -1.328 0.952 0.522 -0.475 0.25
H -1.990 2.722 -2.076 -0.057 -0.973 1.430 0.23
H -5.301 -1.811 -0.994 -0.040 -0.634 0.030 0.40
H 2.086 1.912 1.598 -0.565 0.330 1.394 0.23
H -6.149 -0.676 -0.134 1.134 -0.837 -0.094 0.40
H -3.027 -2.137 1.150 1.817 1.451 0.566 0.24
H 2.924 -0.272 -1.996 -0.312 0.518 0.550 0.20
H 2.384 1.904 -0.049 -0.296 -0.681 -0.239 0.22
H 4.290 0.678 -1.559 1.424 2.433 -0.328 0.20
H 4.498 1.162 0.941 -0.764 -0.300 0.164 0.23
H -5.315 -1.830 0.769 -0.149 0.586 -2.262 0.40
H 3.172 -1.489 0.273 -1.173 -1.466 0.131 0.20
H 4.351 -0.996 -2.027 1.485 -0.862 -0.582 0.22
H -1.297 -2.215 1.268 1.970 -0.889 -0.853 0.27
H 4.858 -1.042 0.145 -0.578 -0.147 0.842 0.23
```
Forces are in eV/Å.

Density functional theory data (ωB97M-V with the def2-TZVPD basis set) for a molecular structure, C29H41F5P2SV.

Its total charge is +1. As for the relative energy (zero: lowest compared OMol25 entry of this formula, charge and spin): 383.1 kJ/mol. The value obtained for the maximum force is 7.75 eV/A. The calculation puts the frontier orbital gap (alpha / beta) at 3.625 / 4.451 eV. As for the HOMO energy (alpha / beta): -8.6215 / -8.6268 eV. The multiplicity is 3.

Geometry as XYZ:
```
79
Properties=species:S:1:pos:R:3:forces:R:3:mulliken_charge:R:1
V -2.316 0.252 1.697 1.676 1.943 -7.308 0.47
S -2.309 1.071 -0.568 0.558 -0.274 0.502 -0.38
P 4.285 1.882 -0.786 1.362 0.538 -1.166 0.57
P 4.144 -0.836 -2.139 -0.945 0.295 0.550 1.07
F -6.181 -1.148 -3.165 0.379 0.760 0.694 -0.29
F -7.805 1.026 -2.782 1.302 -0.085 0.629 -0.27
F -3.604 -1.143 -2.208 -0.850 0.921 0.452 -0.29
F -4.269 3.317 -0.570 -0.639 -1.291 -0.262 -0.40
F -6.850 3.257 -1.486 0.721 -1.200 -0.026 -0.29
C 0.473 -2.616 -0.978 -0.941 0.639 0.470 -0.79
C 2.488 -1.559 0.350 -0.036 -1.413 0.079 0.12
C 1.245 0.865 -1.509 0.914 0.208 -0.834 0.12
C 4.078 -1.570 -3.781 0.708 -0.077 -0.662 -1.44
C -0.304 -1.219 3.580 0.418 -0.176 -0.184 -1.24
C 5.762 1.495 0.216 0.303 0.250 0.153 -1.32
C 5.373 -1.797 -1.226 0.714 0.037 -0.389 -1.28
C -6.078 2.142 -1.572 -0.467 0.605 -0.291 0.42
C 0.235 -1.596 -1.821 -1.090 -0.409 0.516 -0.45
C 1.263 -2.523 0.305 1.053 -0.363 0.058 0.14
C -4.770 2.159 -1.093 0.208 0.124 -0.235 -0.12
C -3.939 1.030 -1.237 -0.434 -0.007 0.256 0.15
C -2.184 0.589 3.630 -1.270 -1.555 1.541 0.20
C 2.205 0.912 -0.295 -3.043 -0.172 2.809 -1.17
C 4.594 0.925 -2.321 1.052 -0.317 -0.494 -1.38
C -1.712 -0.763 3.388 -0.843 0.166 0.617 0.76
C -5.040 -0.822 1.662 -0.613 -0.118 -0.452 -0.93
C 4.668 3.550 -1.423 0.619 0.442 -0.231 -1.26
C -6.562 1.006 -2.242 -0.369 0.190 -0.188 0.43
C -4.424 -0.089 -1.946 0.350 0.083 0.053 0.34
C -2.612 -2.789 2.010 0.358 -0.258 -0.564 -1.45
C 2.322 -0.115 0.631 -0.402 0.765 -0.057 -0.17
C -2.756 -1.472 2.689 -0.406 0.222 1.636 0.27
C -3.574 0.680 3.182 0.685 -1.476 0.917 0.39
C 1.131 -0.504 -2.263 0.248 0.964 -0.263 0.02
C -5.728 -0.107 -2.431 -0.417 -0.114 -0.565 0.29
C -3.914 -0.596 2.591 0.624 -0.194 1.129 0.69
C -4.204 1.958 2.799 -0.332 0.686 -0.112 -0.78
C -1.304 1.743 3.877 0.626 0.458 0.027 -1.35
H -1.556 2.283 4.799 0.154 -0.102 -0.258 0.35
H 6.634 1.445 -0.447 0.040 -0.112 0.222 0.37
H 2.980 -1.648 -0.646 -0.339 -0.129 0.975 -1.37
H -5.088 2.184 3.398 0.036 0.017 0.020 0.35
H -0.257 1.415 3.881 -0.252 0.219 0.281 0.36
H 3.855 3.914 -2.069 0.235 -0.199 0.210 0.34
H 5.923 2.308 0.939 -0.066 -0.231 -0.204 0.44
H -0.150 -3.526 -1.070 -0.098 0.752 0.328 0.46
H 3.185 -1.954 1.127 -0.402 0.045 -0.523 0.74
H 1.609 -3.545 0.543 0.016 0.357 0.155 0.46
H 5.599 3.513 -2.008 -0.184 0.279 0.077 0.39
H 0.800 -0.250 -3.291 0.251 -0.136 0.425 0.66
H 6.241 -1.898 -1.877 0.441 -0.327 0.418 0.45
H 4.927 -2.778 -1.005 0.178 0.262 -0.261 0.41
H -0.031 -1.154 4.641 -0.009 -0.111 -0.259 0.41
H 0.212 1.215 -1.262 0.977 -0.257 0.384 -0.27
H -1.398 2.446 3.035 0.097 0.205 0.202 0.35
H -1.557 -3.077 1.909 -0.315 0.079 0.073 0.28
H 5.635 1.014 -2.659 -0.029 0.355 -0.077 0.72
H 0.414 -0.610 2.998 -0.248 -0.162 0.265 0.16
H 5.661 0.562 0.783 -0.052 0.181 -0.201 0.32
H 2.322 1.914 0.183 -1.550 -1.173 -0.352 0.71
H 5.637 -1.353 -0.260 -0.013 0.028 -0.339 0.24
H -4.902 -1.719 1.048 -0.051 0.195 0.222 0.33
H -5.981 -0.912 2.197 -0.148 -0.124 0.138 0.38
H 3.455 -0.969 -4.464 0.303 -0.105 0.304 0.40
H 1.585 1.642 -2.243 -0.113 -0.608 0.323 0.46
H 4.796 4.270 -0.599 -0.069 -0.275 -0.244 0.41
H 2.140 -0.976 -2.318 -1.061 0.824 -0.112 -0.80
H 3.611 -2.565 -3.719 0.275 0.272 0.054 0.39
H 0.578 -2.226 1.129 0.054 -0.250 -0.498 -0.60
H -3.022 -2.768 0.988 0.060 -0.020 0.291 0.25
H 5.102 -1.647 -4.166 -0.284 -0.209 -0.428 0.45
H 2.534 0.145 1.683 0.261 0.233 -0.609 0.58
H -3.479 2.772 2.919 -0.397 -0.004 -0.028 0.29
H -3.125 -3.574 2.559 -0.109 -0.060 0.089 0.38
H -5.171 0.028 0.985 0.008 -0.044 -0.027 0.02
H -4.533 1.937 1.746 0.061 0.111 0.251 0.01
H -0.186 -2.249 3.216 0.016 0.341 0.375 0.50
H 3.939 1.347 -3.102 0.167 -0.223 0.216 0.47
H -0.765 -1.554 -2.261 0.380 -0.689 -0.685 0.37
```
Forces are in eV/Å.

Density functional theory data (ωB97M-V with the def2-TZVPD basis set) for a gas-phase ion, C7H11Cl2N4S (charge -1).

Its total charge is -1. The value obtained for the maximum force is 6.04 eV/A. The calculation puts the frontier orbital gap (alpha / beta) at 2.820 / 6.485 eV. As for the HOMO energy (alpha / beta): 0.0888 / -4.7499 eV. The multiplicity is 3.

Geometry as XYZ:
```
25
Properties=species:S:1:pos:R:3:forces:R:3:nbo_charge:R:1
Cl -0.381 -3.330 -0.814 0.480 -1.160 -0.462 -0.07
Cl -1.238 -0.834 -2.016 -0.438 0.101 -0.716 -0.02
S -4.016 -2.753 -1.500 -0.547 -0.782 -1.450 0.01
N -2.435 -1.314 1.696 5.411 0.719 -2.242 -0.18
N -4.375 -2.015 1.038 0.044 0.648 1.400 -0.25
N -3.617 -1.516 2.012 -5.771 -1.408 1.086 -0.16
N -2.324 -1.722 0.342 4.465 0.790 -1.798 -0.29
C 1.367 -0.556 -0.497 -0.703 -0.760 0.056 -0.42
C -3.594 -2.127 -0.046 0.179 0.079 0.296 -0.15
C 0.067 -0.910 0.368 -0.455 2.080 -0.760 -0.46
C 2.045 3.182 -0.262 -0.744 3.844 1.300 -0.60
C -0.927 -1.688 -0.513 -4.105 1.542 4.108 0.09
C 1.290 1.965 0.054 0.004 -0.865 0.247 -0.43
C 2.158 0.672 0.031 -0.769 -1.760 2.768 -0.39
H 0.942 2.059 1.087 -0.219 0.076 -0.172 0.21
H 1.850 -1.549 -0.530 0.748 0.766 0.038 0.21
H 0.383 2.130 -0.580 0.498 -1.526 0.242 0.22
H 2.420 0.377 1.178 -0.545 0.925 -2.376 0.19
H 0.216 -1.576 1.245 0.345 0.791 -0.385 0.24
H 3.150 0.836 -0.391 -0.255 -0.096 -0.567 0.20
H 2.989 3.398 0.292 -0.813 -0.180 -0.133 0.20
H -0.453 0.103 0.700 0.858 -2.298 -0.523 0.24
H 1.080 -0.358 -1.559 0.047 -0.058 0.969 0.22
H 2.168 3.534 -1.253 0.719 -0.963 -1.678 0.21
H 1.231 3.990 -0.081 1.567 -0.505 0.752 0.20
```
Forces are in eV/Å.

Q: Among the records above, which one has the lowest maximum force?
A: C9H18N3S